This record from the Open Molecules 2025 dataset describes 6 unconnected molecules or ions with the total composition H14O7 in a non-equilibrium geometry. The level of theory is wB97M-V/def2-TZVPD.

Structure (XYZ):
```
21
Properties=species:S:1:pos:R:3:forces:R:3:lowdin_charge:R:1
H -0.96621 -1.14789 0.41886 0.128 0.158 -0.310 0.07
H 0.28202 -1.78880 -0.16526 -0.136 -1.070 -1.161 0.05
H 4.87567 -3.55550 -0.28173 0.041 0.079 0.062 0.03
H 3.79009 -2.49184 -0.29520 0.081 0.014 0.068 0.03
H -3.95754 -2.97896 -1.20093 -0.120 0.015 -0.002 0.03
H -4.28398 -2.34220 0.13996 -0.122 0.020 -0.053 0.03
H 3.32331 1.75222 -0.57633 0.038 0.063 -0.073 0.03
H 4.43166 2.77744 -0.40162 -0.052 0.026 -0.078 0.04
H -0.38442 1.13711 -0.69140 -0.094 -0.314 0.138 0.03
H -1.07976 0.28960 -1.74414 0.008 0.080 0.112 0.04
H 0.79892 0.55511 1.85641 0.191 0.531 0.453 0.07
H -0.50446 0.01529 2.42197 -0.156 0.619 0.975 0.07
H -2.63602 3.98891 0.83588 -0.068 -0.080 0.002 0.03
H -1.90969 3.10866 -0.16794 -0.146 -0.261 -0.079 0.01
O -0.01562 -1.01654 0.32872 -0.083 -7.588 -9.552 -0.15
O 4.66085 -2.68440 0.07043 -0.126 -0.086 -0.128 -0.06
O -4.69945 -2.69704 -0.65405 0.228 -0.033 0.048 -0.06
O 3.63437 2.59996 -0.91331 0.016 -0.112 0.156 -0.06
O -1.25842 0.85699 -0.98576 -0.268 0.611 -0.500 -0.06
O 0.09199 -0.07298 1.67000 0.524 7.014 9.810 -0.10
O -2.63618 3.09911 0.46540 0.119 0.313 0.111 -0.07
```
Positions in Å, forces in eV/Å.

## Properties
gap between HOMO and LUMO: 8.392 eV
2S+1: 1
strongest force on any atom: 12.20 eV/A
E_HOMO: -0.3104 hartree
net charge: 0
LUMO: -0.055 eV
E_tot: -14554.8945 eV

This record from the Open Molecules 2025 dataset describes a molecular structure, H14O7Xe. The level of theory is wB97M-V/def2-TZVPD.

Structure (XYZ):
```
22
Properties=species:S:1:pos:R:3:forces:R:3:lowdin_charge:R:1
Xe -0.00899 1.55717 0.05321 0.133 0.168 -0.018 0.33
O -3.08831 -0.00434 0.19657 -0.283 0.502 0.057 -0.11
H -3.03876 -0.61696 -0.53724 0.153 -0.207 -0.148 0.03
H -3.33161 -0.54724 0.94643 -0.174 -0.079 0.154 0.03
O 0.66449 -0.96764 -2.99525 -0.331 0.018 -0.537 -0.07
H 0.28815 -1.70758 -2.51870 -0.087 -0.104 0.195 0.02
H 1.19762 -0.50978 -2.34535 0.324 0.023 0.324 -0.03
O 3.22988 -0.82657 1.82910 0.229 -0.082 -0.133 -0.04
H 2.60542 -1.53088 1.65523 -0.281 -0.373 0.335 0.04
H 2.72449 -0.17096 2.30970 -0.093 0.262 0.131 0.04
O -2.74964 1.47822 -3.13365 -0.088 0.085 -0.226 -0.06
H -2.69319 0.58472 -2.79497 0.120 -0.203 -0.007 0.02
H -2.70569 2.03324 -2.35503 -0.010 0.154 0.218 0.01
O 2.66478 -1.10627 -0.96488 -0.175 0.003 -0.284 -0.06
H 2.89003 -1.05000 -0.03626 0.356 0.483 0.279 -0.02
H 2.67779 -2.04357 -1.15861 0.014 -0.225 -0.279 0.05
O -0.87251 -1.70248 0.39028 0.338 -0.474 -0.177 -0.11
H -0.80862 -0.97466 1.00869 -0.052 0.330 0.026 -0.06
H -1.41169 -2.35299 0.84012 -0.078 -0.297 0.109 0.03
O 0.82326 3.73537 3.39195 0.157 0.110 0.165 -0.06
H 1.06215 2.90754 2.97498 0.082 -0.162 -0.146 -0.01
H -0.11896 3.81567 3.24363 -0.253 0.070 -0.040 0.03
```
Positions in Å, forces in eV/Å.

## Properties
gap between HOMO and LUMO: 10.577 eV
2S+1: 1
strongest force on any atom: 0.66 eV/A
E_HOMO: -0.4001 hartree
net charge: 0
LUMO: -0.309 eV
E_tot: -23521.4865 eV

This record from the Open Molecules 2025 dataset describes a molecular structure, H15HfO9 in a non-equilibrium geometry. The level of theory is wB97M-V/def2-TZVPD.

Structure (XYZ):
```
25
Properties=species:S:1:pos:R:3:forces:R:3:lowdin_charge:R:1
Hf -28.16504 -9.03679 -7.66310 0.824 -2.708 -1.667 1.51
O -28.90446 -7.82330 -8.90937 -1.116 4.133 -1.766 -0.37
H -29.14534 -6.95870 -9.37844 0.545 -2.202 1.073 0.09
O -28.77479 -10.63674 -8.47088 -0.533 -0.986 -0.314 -0.32
H -28.96461 -11.58626 -8.59511 0.232 0.958 0.205 0.05
O -27.08324 -9.89439 -6.32197 0.972 0.436 1.255 -0.35
H -26.32299 -10.02916 -5.75636 0.039 0.032 -0.038 0.04
O -27.52149 -12.78535 -6.23316 -0.448 -0.472 0.402 -0.07
H -27.40648 -12.62586 -7.17936 0.266 0.568 0.644 -0.02
H -27.32629 -11.96734 -5.75020 -0.050 -0.304 -0.803 0.01
O -27.58356 -13.32646 -9.66469 0.623 1.231 -1.213 -0.04
H -27.55326 -14.15825 -9.20408 0.198 -0.844 -0.136 0.08
H -26.90437 -13.27611 -10.39032 -0.979 -0.935 0.917 0.10
O -27.17257 -10.90686 -11.44478 -0.116 0.545 0.244 -0.06
H -27.55612 -11.54786 -10.82395 -0.325 0.834 -0.215 0.00
H -27.66534 -10.06229 -11.34226 0.194 -1.184 0.009 0.05
O -26.41679 -9.06036 -9.00102 1.965 0.470 -1.869 -0.12
H -25.70745 -9.74341 -9.03445 -0.687 -0.092 0.636 0.10
H -26.23181 -8.57894 -9.85673 -0.773 -0.391 1.324 0.14
O -29.70939 -8.98836 -6.25187 -1.196 -0.384 2.471 -0.05
H -29.67710 -9.55102 -5.45162 0.664 -0.447 -0.598 0.14
H -30.37318 -8.38527 -5.93559 -0.792 1.134 -0.603 0.12
O -25.64850 -12.05407 -8.23887 0.739 -0.194 -0.022 -0.06
H -25.14840 -12.84725 -8.00322 0.516 0.432 0.491 0.07
H -26.26877 -12.48172 -8.83008 -0.760 0.366 -0.428 -0.04
```
Positions in Å, forces in eV/Å.

## Properties
gap between HOMO and LUMO: 10.078 eV
2S+1: 1
strongest force on any atom: 4.63 eV/A
E_HOMO: -0.5015 hartree
net charge: +1
LUMO: -3.568 eV
E_tot: -19975.8021 eV

This record from the Open Molecules 2025 dataset describes a molecular structure, H15LiO8 in a non-equilibrium geometry. The level of theory is wB97M-V/def2-TZVPD.

Structure (XYZ):
```
24
Properties=species:S:1:pos:R:3:forces:R:3:lowdin_charge:R:1
Li -2.87900 0.19142 1.37821 1.086 -0.191 -0.681 0.89
O -1.01800 0.11942 0.53821 4.124 7.824 4.626 -0.32
H -0.02000 0.23842 0.31521 -2.573 -0.732 -0.051 0.10
O 0.77600 -2.03658 1.12721 2.424 0.110 2.417 -0.11
H 0.75100 -1.13658 1.70221 1.272 -4.120 -1.604 -0.10
H 0.17200 -1.85758 0.47921 -2.659 -0.092 -2.915 -0.10
O 1.13200 0.14242 -1.91979 0.650 -3.134 -1.285 -0.08
H 1.32600 -0.79558 -2.32979 -0.377 2.675 1.437 0.14
H 0.30400 0.39142 -2.33079 -0.396 0.650 -0.127 0.00
O -1.61700 -1.52458 -0.49279 -1.517 -4.555 -5.140 -0.17
H -1.23600 -1.34858 -1.41279 -1.045 -0.959 1.974 0.04
H -1.54200 -0.61358 -0.03279 -0.027 -2.196 -1.338 -0.30
O 0.63100 -0.25258 2.55421 0.276 0.392 7.562 0.02
H -0.00900 0.01742 1.96021 -3.041 1.657 -1.497 -0.05
H 0.08400 -0.66558 3.37221 2.100 1.368 -2.937 0.19
O -0.43100 2.78642 1.22021 -3.289 2.662 2.224 -0.13
H -1.37900 3.13242 1.68321 4.078 -1.943 -2.207 0.14
H -0.49200 1.88042 0.90921 -1.015 -0.142 0.116 -0.06
O 3.50900 -0.30958 -0.67479 -4.383 0.871 3.724 -0.04
H 2.64200 0.17842 -0.89779 1.900 -1.170 0.759 0.04
H 3.94700 -0.24358 -1.44179 2.869 0.307 -4.380 -0.06
O -1.62900 0.94442 -1.98379 0.098 -0.767 -1.420 -0.08
H -1.67500 0.16842 -2.60279 -0.335 1.165 1.006 0.07
H -1.34700 0.59342 -1.11979 -0.219 0.318 -0.262 -0.03
```
Positions in Å, forces in eV/Å.

## Properties
gap between HOMO and LUMO: 7.011 eV
2S+1: 1
strongest force on any atom: 9.98 eV/A
E_HOMO: -0.3289 hartree
net charge: 0
LUMO: -1.940 eV
E_tot: -16823.8733 eV

This record from the Open Molecules 2025 dataset describes 7 unconnected molecules or ions with the total composition H15NO6. The level of theory is wB97M-V/def2-TZVPD.

Structure (XYZ):
```
22
Properties=species:S:1:pos:R:3:forces:R:3:lowdin_charge:R:1
N -2.43675 -1.23869 -3.48133 0.067 0.262 -0.303 0.02
H -1.78430 -2.00618 -3.60503 -0.240 -0.165 -0.183 0.03
H -2.23421 -0.58114 -4.23065 0.212 0.084 0.224 0.03
H -3.37363 -1.55088 -3.70684 0.015 -0.365 0.226 0.03
O 1.17433 0.35724 2.33461 -0.144 -0.612 0.025 -0.05
H 1.42627 -0.53995 2.58900 0.094 0.170 0.344 0.05
H 1.38517 0.33391 1.39833 0.027 0.330 -0.453 0.02
O 1.45835 0.32167 -1.35257 -0.430 -0.034 0.047 -0.07
H 0.92611 -0.48787 -1.40554 0.179 -0.049 0.060 0.01
H 0.75060 0.93878 -1.12611 0.179 0.200 0.014 0.03
O 3.41854 0.91145 5.56318 0.238 -0.161 -0.397 -0.06
H 3.30526 0.29517 6.28938 -0.126 0.189 0.180 0.03
H 3.01607 1.74773 5.80390 -0.107 -0.057 0.222 0.03
O -1.94219 -0.29491 2.89790 0.132 -0.079 -0.016 -0.07
H -1.01738 -0.45005 2.66606 0.022 0.156 -0.058 0.00
H -1.88083 0.38093 3.58023 -0.079 0.028 -0.037 0.03
O 0.75478 1.81762 -4.18527 -0.062 -0.138 0.176 -0.06
H 1.43339 1.61578 -3.52996 0.126 -0.003 -0.013 0.02
H 0.02315 1.26793 -3.88544 -0.052 0.066 -0.085 0.01
O -1.08267 -0.97674 -0.85549 0.140 -0.126 0.025 -0.07
H -1.65896 -1.19597 -1.60631 -0.154 0.334 -0.016 -0.01
H -1.66112 -0.66583 -0.15205 -0.036 -0.032 0.021 0.04
```
Positions in Å, forces in eV/Å.

## Properties
gap between HOMO and LUMO: 11.728 eV
2S+1: 1
strongest force on any atom: 0.63 eV/A
E_HOMO: -0.4151 hartree
net charge: 0
LUMO: 0.431 eV
SMILES: N.O.O.O.O.O.O
E_tot: -14018.8546 eV

This record from the Open Molecules 2025 dataset describes a molecular structure, H16IO8 in a non-equilibrium geometry. The level of theory is wB97M-V/def2-TZVPD.

Structure (XYZ):
```
25
Properties=species:S:1:pos:R:3:forces:R:3:lowdin_charge:R:1
I -0.08706 0.12550 -0.03686 2.279 4.687 -4.246 1.76
O 0.54958 0.68020 -2.74692 -0.486 -0.254 -2.704 -0.15
H 0.58087 1.59972 -2.48284 0.142 0.045 -0.078 0.01
H -0.01157 0.26194 -2.09394 -0.114 0.170 -0.774 -0.13
O -1.57655 -0.92590 1.80977 -3.369 0.523 3.444 -0.18
H -2.04842 -0.22566 2.26058 -0.571 0.576 0.035 0.05
H -1.58135 -0.66441 0.88899 -1.471 -0.567 0.745 -0.12
O -2.56927 0.69828 -0.54200 -4.531 1.053 -1.016 -0.18
H -1.63951 0.66628 -0.31671 -2.303 1.303 -0.454 -0.31
H -2.81423 -0.21659 -0.68068 -0.210 -0.230 -0.113 0.02
O -0.10088 2.38345 1.41349 -0.124 2.922 1.804 -0.15
H 0.09374 1.69654 0.77591 0.204 1.484 0.653 -0.25
H 0.07176 1.97806 2.26325 0.028 -0.104 0.263 0.03
O 1.91749 -0.79119 1.45795 3.086 -0.869 1.775 -0.15
H 2.63373 -0.15864 1.51378 0.362 0.246 -0.076 0.03
H 1.15528 -0.26918 1.20738 1.139 0.058 1.540 -0.20
O -0.07847 -2.11349 1.17365 1.071 -5.663 1.060 -0.21
H 0.07384 -1.32451 0.65350 0.689 -4.157 1.675 -0.30
H 0.23761 -2.82920 0.62222 0.383 -0.197 -0.261 0.04
O 2.00717 1.54911 -1.12307 2.813 1.679 -0.477 -0.16
H 2.48487 2.18326 -0.58841 0.277 0.308 0.252 0.04
H 1.19578 1.39117 -0.64044 0.395 0.583 -0.089 -0.19
O 0.04128 -2.21191 -1.48822 0.042 -2.671 -1.617 -0.12
H -0.58063 -2.14038 -2.21233 -0.066 -0.075 -0.315 0.04
H 0.04485 -1.34234 -1.08814 0.335 -0.850 -1.026 -0.22
```
Positions in Å, forces in eV/Å.

## Properties
gap between HOMO and LUMO: 8.036 eV
2S+1: 1
strongest force on any atom: 6.72 eV/A
E_HOMO: -0.1824 hartree
net charge: -1
LUMO: 3.073 eV
E_tot: -24731.1185 eV